Record 1
DFT (wB97M-V/def2-TZVPD) results for a 2-piece molecular cluster, C2H5FS overall in a non-equilibrium geometry.

Structure (XYZ):
```
9
Properties=species:S:1:pos:R:3:forces:R:3:lowdin_charge:R:1
C 1.0332 -0.1634 0.1782 2.3 -1.9 -1.3 -0.110
C 0.1930 0.8963 -0.2181 -1.8 1.4 -0.5 -0.253
F -0.0409 1.9603 0.5174 0.3 0.2 0.7 0.053
S -2.5268 -0.4470 0.1217 0.6 0.5 -0.1 0.252
H 0.5943 -0.9312 -0.4604 0.4 -0.7 0.3 0.080
H 1.0311 -0.4545 1.1898 -0.5 -0.2 1.3 0.073
H 2.1548 -0.1988 -0.0929 -1.4 0.8 0.0 0.124
H -0.0398 1.1177 -1.2393 -0.1 -0.2 -0.5 0.105
H -2.3990 -1.7795 0.0036 0.2 0.1 0.0 -0.325
```
Forces are in eV/Å.

Calculated values
* frontier orbital gap (alpha / beta): 8.93 / 6.36 eV
* HOMO (alpha / beta): -9.03 / -8.18 eV
* spin multiplicity: 1

Record 2
DFT (wB97M-V/def2-TZVPD) results for a 2-piece molecular cluster, C2H5FS overall in a non-equilibrium geometry.

Structure (XYZ):
```
9
Properties=species:S:1:pos:R:3:forces:R:3:lowdin_charge:R:1
C 0.7658 -0.1796 -0.9535 -2.9 -1.2 1.7 -0.100
C -0.0855 0.0338 0.2728 -0.3 2.1 0.7 -0.869
F 0.6710 -0.2177 1.3729 0.4 0.8 0.2 -0.078
S -1.5744 -0.8134 0.4858 -0.9 -0.7 -1.1 0.783
H 0.0292 -0.0950 -1.7848 1.4 -0.2 0.1 0.097
H 1.1784 -1.1769 -0.6525 0.1 0.7 -1.3 0.108
H 1.4133 0.6149 -0.7681 1.8 1.1 -0.9 0.049
H -0.6445 2.0029 0.4254 1.0 -2.7 -0.3 0.143
H -1.7533 -0.1690 1.6019 -0.5 0.3 1.0 -0.133
```
Forces are in eV/Å.

Calculated values
* frontier orbital gap (alpha / beta): 8.33 / 8.82 eV
* HOMO (alpha / beta): -8.67 / -9.09 eV
* spin multiplicity: 1

Record 3
DFT (wB97M-V/def2-TZVPD) results for one molecule with the formula C2H5FSi in a non-equilibrium geometry.

Structure (XYZ):
```
9
Properties=species:S:1:pos:R:3:forces:R:3:lowdin_charge:R:1
C 1.4902 0.3984 -0.5970 0.4 2.1 2.3 -0.075
C 0.4547 0.4386 0.2925 0.1 -1.7 -2.0 -0.276
F -2.4397 0.1487 -0.4534 0.0 0.1 -0.9 -0.246
Si -1.2138 -0.5688 0.2962 1.6 2.8 -1.4 0.590
H 1.2709 -0.0119 -1.5412 0.3 -0.6 -1.2 0.011
H 2.5543 0.9608 -0.4531 -2.8 -1.5 -0.2 0.107
H 0.5707 0.8330 1.2468 0.7 1.2 1.6 -0.005
H -1.7963 -0.4275 1.5416 -0.3 -0.6 2.3 -0.050
H -0.8910 -1.7714 -0.3324 0.0 -1.7 -0.5 -0.055
```
Forces are in eV/Å.

Calculated values
* frontier orbital gap: 10.94 eV
* HOMO: -10.37 eV
* spin multiplicity: 1
* SMILES string: C=C[SiH2]F

Record 4
DFT (wB97M-V/def2-TZVPD) results for a 2-piece molecular cluster, C2H5FSi overall in a non-equilibrium geometry.

Structure (XYZ):
```
9
Properties=species:S:1:pos:R:3:forces:R:3:lowdin_charge:R:1
C 0.7351 0.8172 1.0799 -1.1 -2.9 2.4 -0.283
C -0.1112 -0.0972 0.6581 -2.1 -4.3 1.5 -0.294
F 1.2834 0.7510 2.3345 -0.3 0.4 -0.9 -0.023
Si -0.6301 -0.4089 -1.1917 4.4 -0.2 1.6 0.626
H 0.9527 1.6470 0.5454 1.2 2.6 -1.4 0.062
H -0.4894 -1.1709 1.5934 1.5 3.6 -2.9 0.187
H -0.2040 0.8547 -1.7933 -0.1 0.2 -0.5 -0.085
H -1.8849 -0.8173 -1.5529 -2.4 -0.5 -0.2 -0.140
H 0.3483 -1.5755 -1.6733 -1.0 1.2 0.4 -0.051
```
Forces are in eV/Å.

Calculated values
* frontier orbital gap: 11.13 eV
* HOMO: -10.10 eV
* spin multiplicity: 1

Record 5
DFT (wB97M-V/def2-TZVPD) results for a 2-piece molecular cluster, C2H5FSi overall in a non-equilibrium geometry.

Structure (XYZ):
```
9
Properties=species:S:1:pos:R:3:forces:R:3:lowdin_charge:R:1
C 0.0377 -0.7831 0.7659 0.2 -2.8 -1.5 -0.024
C 0.6596 0.2905 1.0533 3.4 1.0 1.1 -0.264
F 2.0236 0.4223 0.8888 0.0 -0.6 -1.1 -0.040
Si -0.8402 1.0757 -2.1451 1.7 1.3 -0.3 0.597
H -0.9891 -0.9099 1.0988 0.3 -0.3 -0.5 0.077
H 0.7330 -1.5180 0.2178 -1.9 0.7 0.8 0.117
H 0.5454 1.0566 1.7178 -2.0 2.1 1.4 0.086
H -0.0680 -0.1134 -1.6937 0.1 -0.4 -0.3 -0.261
H -2.1019 0.4792 -1.9036 -1.7 -0.9 0.4 -0.288
```
Forces are in eV/Å.

Calculated values
* frontier orbital gap: 7.74 eV
* HOMO: -8.65 eV
* spin multiplicity: 1

Record 6
DFT (wB97M-V/def2-TZVPD) results for a 2-piece molecular cluster, C2H5IN2 overall in a non-equilibrium geometry.

Structure (XYZ):
```
10
Properties=species:S:1:pos:R:3:forces:R:3:lowdin_charge:R:1
C -0.1861 -1.9902 -0.2108 -0.3 1.2 0.2 0.040
C -0.5379 1.6104 0.1042 0.1 -0.8 -0.9 -0.085
N -0.3078 -0.7441 0.0243 -0.6 -0.8 0.1 -0.050
N 0.0285 0.3354 0.4967 1.4 -1.5 -0.3 -0.037
I 3.3513 0.2900 0.0366 -0.7 0.0 0.1 -0.232
H 0.5928 -2.6046 -0.5998 1.6 0.7 -0.3 0.070
H -1.0238 -2.6129 -0.0703 -1.5 -0.2 0.3 0.058
H -1.5922 1.6096 0.3739 -0.2 0.0 -0.4 0.089
H -0.0179 2.2070 0.7870 0.5 1.7 0.6 0.050
H -0.3069 1.8995 -0.9418 -0.4 -0.3 0.6 0.098
```
Forces are in eV/Å.

Calculated values
* frontier orbital gap (alpha / beta): 8.17 / 5.11 eV
* HOMO (alpha / beta): -8.82 / -7.49 eV
* spin multiplicity: 1